Record 1
Molecular formula: C21H44FN2O14P3
Method: DFT, wB97M-V/def2-TZVPD

For the LUMO energy, the calculation gives -1.1 eV. The SMILES is CC(=O)OCCCC[C@](C#N)(CC#N)CCF.COP(=O)(OC)OC.COP(=O)(OC)OC.COP(=O)(OC)OC. As for the total energy: -3113.28307 Eh. For the HOMO energy, the calculation gives -9.17 eV.

```
85
Properties=species:S:1:pos:R:3:forces:R:3:lowdin_charge:R:1
C -0.162 3.196 -0.875 1.059 0.163 0.642 -0.004
C 0.260 2.086 -1.788 -0.129 0.594 -1.044 -0.541
O -0.150 2.055 -2.922 -0.238 -0.342 -0.152 0.093
O 1.128 1.141 -1.340 -0.813 0.167 0.783 -0.023
C 0.509 -0.188 -1.432 1.275 0.559 0.188 -0.149
C 1.005 -0.976 -0.229 -0.033 -0.499 -0.176 -0.166
C 0.114 -2.174 0.185 0.329 0.050 -0.451 -0.181
C -1.139 -2.382 -0.667 -0.385 -0.522 0.971 -0.132
C -2.375 -1.583 -0.164 -0.497 -0.638 0.205 -0.401
C -1.986 -0.382 0.608 0.448 0.942 -1.321 -0.185
N -1.652 0.678 0.917 -0.170 -0.608 0.437 0.259
C -3.231 -2.481 0.808 0.712 0.899 0.892 -0.090
C -3.940 -1.642 1.798 -1.133 0.236 -0.812 -0.224
N -4.648 -0.904 2.327 0.568 -0.390 0.329 0.173
C -3.251 -1.240 -1.387 -0.230 0.429 0.358 -0.107
C -4.383 -0.264 -1.147 -0.068 0.309 -0.771 -0.185
F -5.509 -0.920 -0.665 -0.055 -0.176 0.278 -0.056
H 0.357 3.147 0.076 -0.201 -0.095 0.183 0.066
H 0.096 4.156 -1.317 -0.017 -0.017 -0.264 0.088
H -1.231 3.210 -0.701 -0.115 -0.280 0.017 0.077
H 0.893 -0.617 -2.353 -0.522 -0.222 -0.212 0.128
H -0.561 -0.020 -1.462 -0.105 -0.270 -0.132 0.092
H 1.191 -0.333 0.623 -0.223 0.260 -0.026 0.101
H 1.979 -1.382 -0.492 0.139 0.082 0.043 0.102
H -0.141 -2.084 1.241 -0.159 0.007 0.038 0.105
H 0.711 -3.081 0.128 0.069 -0.049 -0.012 0.105
H -0.993 -2.243 -1.735 0.180 0.210 -0.018 0.104
H -1.430 -3.429 -0.544 -0.006 -0.066 -0.209 0.119
H -3.961 -3.038 0.233 -0.020 -0.312 0.105 0.126
H -2.563 -3.111 1.393 0.037 -0.385 -0.264 0.122
H -3.713 -2.167 -1.729 0.124 -0.120 -0.079 0.134
H -2.634 -0.894 -2.216 0.143 0.202 0.095 0.119
H -4.135 0.562 -0.483 0.063 -0.111 0.258 0.116
H -4.681 0.173 -2.101 -0.002 0.026 -0.074 0.117
C 0.994 5.434 3.448 0.105 0.441 0.099 -0.113
O 0.386 4.155 3.594 -0.903 -3.011 0.899 -0.282
P -1.235 4.022 3.279 -1.592 5.611 -2.714 0.594
O -1.310 4.277 1.825 0.121 -0.554 0.508 -0.238
O -1.609 5.361 4.173 0.164 -0.436 0.352 -0.266
C -1.244 5.440 5.552 -0.095 0.173 -0.187 -0.136
O -2.749 3.373 3.535 2.489 -2.010 1.069 -0.218
C -3.034 2.711 4.782 -0.191 0.097 0.096 -0.101
H 1.949 5.281 2.948 -0.057 -0.146 -0.026 0.094
H 0.384 6.116 2.862 -0.046 -0.089 -0.052 0.094
H 1.184 5.865 4.433 -0.041 -0.011 -0.036 0.079
H -0.719 6.381 5.718 0.000 -0.003 0.026 0.084
H -0.593 4.618 5.855 0.024 0.033 0.043 0.087
H -2.144 5.436 6.167 0.005 -0.022 0.006 0.080
H -3.120 3.437 5.593 0.032 -0.014 -0.042 0.070
H -2.265 1.977 5.024 -0.075 -0.061 0.021 0.087
H -3.984 2.195 4.675 0.021 0.015 -0.142 0.090
C 3.871 0.174 3.475 -0.155 0.289 0.401 -0.102
O 4.507 -0.822 2.676 2.111 -2.010 -1.659 -0.272
P 3.858 -2.340 2.660 -5.709 0.942 3.212 0.604
O 2.557 -2.131 1.986 0.888 -0.372 -0.168 -0.218
O 3.708 -2.400 4.302 0.556 -0.081 -0.185 -0.264
C 4.848 -2.219 5.146 -0.253 0.007 0.047 -0.132
O 3.972 -4.004 2.566 2.655 1.532 -1.425 -0.216
C 5.230 -4.639 2.870 -0.036 -0.138 0.185 -0.103
H 3.847 1.089 2.885 0.039 -0.112 -0.129 0.098
H 2.858 -0.105 3.753 -0.004 -0.070 -0.104 0.094
H 4.462 0.355 4.375 -0.022 -0.053 -0.030 0.080
H 4.611 -1.458 5.889 0.018 -0.003 0.009 0.085
H 5.729 -1.901 4.586 0.019 0.032 0.045 0.088
H 5.065 -3.152 5.667 0.011 -0.002 -0.012 0.080
H 5.431 -4.602 3.942 -0.011 0.024 -0.043 0.072
H 6.050 -4.172 2.325 0.033 -0.087 -0.004 0.087
H 5.159 -5.680 2.567 -0.113 0.038 -0.052 0.089
C -2.522 -0.274 -6.122 -0.054 0.499 0.065 -0.100
O -2.011 -1.546 -6.527 0.767 -2.810 -1.538 -0.279
P -0.484 -1.951 -6.044 1.427 4.977 4.283 0.586
O -0.636 -2.084 -4.577 -0.032 -0.656 -0.555 -0.244
O 0.142 -0.491 -6.477 -0.082 -0.416 -0.481 -0.261
C 0.023 -0.010 -7.817 0.051 0.133 0.219 -0.129
O 0.997 -2.695 -6.250 -2.410 -1.498 -1.841 -0.219
C 1.430 -3.036 -7.582 0.196 0.135 -0.039 -0.104
H -3.556 -0.428 -5.815 0.046 -0.173 -0.029 0.095
H -1.957 0.157 -5.298 0.047 -0.103 0.007 0.091
H -2.512 0.412 -6.970 0.037 -0.034 0.028 0.081
H -0.384 1.000 -7.786 0.011 0.004 -0.012 0.088
H -0.635 -0.636 -8.424 -0.017 0.043 -0.030 0.088
H 1.011 0.031 -8.276 -0.003 -0.014 -0.004 0.081
H 1.709 -2.139 -8.137 -0.035 -0.024 0.026 0.072
H 0.654 -3.578 -8.124 0.074 -0.046 -0.038 0.086
H 2.304 -3.676 -7.495 -0.029 0.001 0.125 0.088
```
Forces are in eV/Å.

***

Record 2
Molecular formula: C16H16N3O3Rh
Method: DFT, wB97M-V/def2-TZVPD

The expectation value of S² is 6.026. For the LUMO energy (spin up / spin down), the calculation gives 0.2 / -2.4 eV. As for the spin multiplicity: 5. As for the total energy: -1119.73020 Eh. For the HOMO energy (spin up / spin down), the calculation gives -7.88 / -8.13 eV.

```
39
Properties=species:S:1:pos:R:3:forces:R:3:nbo_charge:R:1
Rh -0.707 0.791 0.252 -0.447 0.023 0.217 1.015
N 1.101 2.270 0.027 -0.073 0.014 0.118 -0.834
C 0.560 3.634 0.188 -0.246 -0.015 0.081 -0.316
C -0.868 3.625 0.762 0.392 0.233 0.233 0.613
O -1.176 4.366 1.677 -0.074 -0.035 -0.203 -0.554
N -1.684 2.719 0.130 -0.125 -0.484 -0.074 -0.526
C -3.044 2.722 0.444 0.038 0.196 0.121 -0.349
C -3.440 1.474 1.475 -0.220 0.279 -0.208 0.820
O -4.490 1.655 2.043 0.215 -0.098 -0.004 -0.579
O -2.619 0.524 1.451 0.410 -0.147 0.077 -0.750
H 1.815 2.076 0.714 0.081 0.033 0.002 0.387
H 1.501 2.130 -0.892 0.023 -0.074 -0.026 0.398
H 0.498 4.117 -0.788 0.066 0.020 -0.028 0.219
H 1.177 4.247 0.841 0.006 0.000 -0.019 0.217
H -3.650 2.458 -0.424 -0.030 -0.041 0.032 0.229
H -3.387 3.632 0.931 -0.057 -0.006 -0.037 0.232
N -0.042 -0.960 1.700 -0.155 0.012 -0.094 -0.855
C 0.536 -2.208 1.252 0.114 -0.093 -0.045 0.146
C 0.727 -3.233 2.172 0.035 0.042 0.031 -0.225
C 1.299 -4.435 1.795 -0.002 -0.024 -0.013 -0.201
C 1.694 -4.619 0.479 0.010 -0.033 0.025 -0.225
C 1.508 -3.602 -0.440 0.023 0.004 -0.036 -0.133
C 0.927 -2.386 -0.079 -0.020 0.017 0.121 -0.073
C 0.723 -1.344 -1.114 -0.015 0.036 -0.142 -0.114
C 1.727 -1.041 -2.026 -0.033 -0.110 0.152 -0.167
C 1.531 -0.069 -3.007 -0.037 0.112 -0.101 -0.245
C 0.317 0.580 -3.118 0.099 0.031 -0.084 -0.225
C -0.717 0.276 -2.223 0.083 -0.297 -0.085 -0.300
C -0.504 -0.660 -1.203 -0.018 0.266 -0.209 -0.141
H -1.013 -1.107 1.969 -0.034 0.019 0.039 0.416
H 0.441 -0.642 2.532 0.020 0.002 0.061 0.386
H 0.423 -3.079 3.201 -0.021 0.012 -0.014 0.214
H 1.429 -5.226 2.522 0.008 0.017 0.008 0.218
H 2.135 -5.557 0.169 0.002 0.013 -0.013 0.217
H 1.798 -3.753 -1.472 -0.023 0.007 0.003 0.209
H 2.683 -1.548 -1.956 -0.004 0.004 -0.003 0.209
H 2.332 0.162 -3.699 0.005 -0.006 0.015 0.216
H 0.161 1.313 -3.901 -0.013 -0.033 -0.015 0.217
H -1.702 0.698 -2.386 0.018 0.103 0.117 0.233
```
Forces are in eV/Å.

***

Record 3
Molecular formula: C32H54BN8OsSe
Method: DFT, wB97M-V/def2-TZVPD

The expectation value of S² is 6.029. Its total charge is +3. For the LUMO energy (spin up / spin down), the calculation gives -9.9 / -11.8 eV. As for the spin multiplicity: 5. As for the total energy: -4205.79750 Eh. For the HOMO energy (spin up / spin down), the calculation gives -16.98 / -16.47 eV.

```
97
Properties=species:S:1:pos:R:3:forces:R:3:mulliken_spin:R:1
Os 0.467 0.047 -0.137 1.397 -0.735 0.729 2.304
C -2.047 1.336 -1.145 -0.156 0.102 0.557 0.101
C -3.082 0.633 -0.271 0.104 -0.154 -0.213 -0.038
C -4.045 -0.189 -1.136 0.002 0.125 0.073 0.002
C -2.459 -0.262 0.751 -1.027 -0.089 0.414 0.003
C -3.125 -1.029 1.690 0.807 0.316 -0.275 0.011
C -2.157 -1.795 2.361 -0.521 0.535 -0.546 0.061
C -2.584 -2.838 3.341 -0.201 -0.369 0.580 -0.007
C -1.534 -3.701 4.019 0.029 0.160 -0.010 0.003
C -3.620 -3.757 2.655 0.123 0.147 -0.007 0.009
N -0.954 -1.445 1.854 0.138 -0.613 0.491 0.049
N -1.145 -0.527 0.863 -0.263 0.225 -0.078 0.148
B 0.522 -1.785 2.246 -0.020 0.088 0.078 0.047
N 1.143 -2.483 0.974 0.379 -0.434 0.868 0.041
N 0.778 -2.027 -0.259 -0.345 1.489 -0.476 0.169
C 1.114 -2.923 -1.200 0.189 -0.750 -0.192 0.002
C 1.750 -3.973 -0.562 -0.302 0.831 -0.134 0.032
C 1.735 -3.687 0.814 0.075 0.130 -0.540 0.045
C 2.233 -4.706 1.779 0.078 -0.365 0.327 0.007
C 2.535 -4.300 3.211 -0.023 0.033 -0.090 0.000
C 1.244 -5.888 1.765 0.081 0.105 -0.055 0.011
C 0.633 -2.845 -2.618 -0.023 0.209 -0.236 -0.018
C 1.130 -4.028 -3.448 -0.142 0.140 0.170 0.001
C 0.943 -1.509 -3.294 -0.179 -0.293 0.160 0.057
N 1.204 -0.424 2.644 0.049 -0.860 0.611 -0.038
N 1.122 0.632 1.789 -0.317 0.130 -1.592 0.338
C 1.593 1.734 2.376 0.357 0.368 0.767 0.000
C 2.020 1.381 3.645 -0.405 -0.175 -0.817 0.026
C 1.750 0.017 3.805 0.132 0.716 -0.144 0.016
C 2.109 -0.634 5.101 0.255 -0.236 0.491 0.002
C 1.164 -1.675 5.674 0.010 -0.010 -0.023 0.001
C 3.563 -1.134 5.066 -0.130 0.029 -0.162 0.008
C 1.620 3.109 1.792 0.127 0.080 -0.305 -0.023
C 3.044 3.488 1.380 -0.056 0.009 0.038 -0.002
C 0.651 3.281 0.631 -0.068 -0.090 0.390 0.048
H -2.540 1.801 -1.996 0.216 0.004 -0.200 0.003
H -1.329 0.591 -1.563 0.013 -0.016 -0.223 0.022
H -1.540 2.122 -0.586 0.165 0.049 -0.074 -0.032
H -3.669 1.391 0.262 0.150 -0.033 -0.054 -0.001
H -3.507 -0.948 -1.698 0.080 -0.132 -0.097 -0.001
H -4.558 0.464 -1.834 -0.082 0.062 -0.120 -0.001
H -4.796 -0.684 -0.529 -0.086 -0.061 0.053 0.000
H -4.180 -1.027 1.875 -0.203 -0.064 0.001 0.001
H -3.131 -2.296 4.128 0.141 0.029 -0.157 0.007
H -0.930 -4.227 3.284 0.112 -0.092 -0.038 0.000
H -2.034 -4.448 4.630 -0.040 -0.022 0.013 0.000
H -0.894 -3.122 4.673 0.153 0.003 0.037 -0.001
H -3.150 -4.307 1.842 -0.001 -0.103 -0.073 -0.001
H -4.469 -3.210 2.260 -0.062 0.026 -0.055 0.000
H -3.998 -4.467 3.386 0.016 -0.059 0.022 0.001
H 0.575 -2.508 3.151 0.007 -0.202 0.258 -0.002
H 2.165 -4.842 -1.030 0.007 -0.274 -0.011 0.001
H 3.168 -5.075 1.335 -0.131 0.164 -0.026 0.005
H 1.634 -4.300 3.818 -0.070 0.100 0.058 0.000
H 3.012 -3.327 3.256 0.039 0.036 0.070 0.000
H 3.208 -5.038 3.642 0.055 0.020 0.046 0.000
H 0.254 -5.547 2.062 -0.092 -0.061 0.075 -0.003
H 1.585 -6.638 2.473 -0.029 -0.099 0.035 0.002
H 1.168 -6.344 0.783 -0.015 -0.079 -0.069 0.001
H -0.461 -2.920 -2.556 0.044 -0.047 0.049 0.003
H 2.214 -4.035 -3.525 0.129 -0.004 -0.015 0.001
H 0.714 -3.978 -4.451 -0.005 0.012 -0.067 0.000
H 0.799 -4.962 -3.002 0.031 -0.136 -0.030 -0.001
H 2.018 -1.379 -3.418 0.075 0.158 0.072 0.002
H 0.521 -0.677 -2.707 0.137 0.030 -0.258 -0.004
H 0.482 -1.499 -4.277 -0.083 0.109 -0.116 -0.002
H 2.447 2.044 4.368 0.072 0.117 0.295 -0.001
H 2.111 0.200 5.818 -0.118 -0.093 -0.274 0.004
H 1.300 -2.653 5.225 -0.037 -0.099 -0.121 0.000
H 0.130 -1.358 5.574 -0.193 -0.032 0.021 0.000
H 1.379 -1.783 6.733 -0.018 -0.015 0.093 0.000
H 3.690 -1.902 4.310 0.087 -0.058 -0.005 -0.001
H 3.824 -1.556 6.032 0.019 -0.037 0.099 0.001
H 4.254 -0.324 4.850 0.092 0.093 -0.022 0.000
H 1.316 3.794 2.590 -0.018 -0.116 -0.018 -0.001
H 3.351 2.909 0.505 0.096 0.029 0.024 0.007
H 3.749 3.313 2.188 0.088 -0.046 0.009 -0.001
H 3.075 4.545 1.135 0.067 0.117 -0.114 0.000
H 0.850 2.528 -0.149 0.000 0.180 -0.131 0.024
H 0.772 4.266 0.188 -0.049 0.054 -0.155 -0.001
H -0.374 3.181 0.981 -0.161 0.002 -0.082 0.004
C 5.940 0.371 -1.725 0.582 -0.594 0.723 0.005
N 5.056 1.132 -2.568 -1.058 0.186 -0.094 0.026
C 5.409 1.839 -3.667 -0.227 0.491 -0.510 0.034
C 4.277 2.427 -4.157 0.618 -0.049 -0.125 0.040
N 3.242 2.068 -3.357 0.675 -0.488 0.527 0.026
C 1.886 2.511 -3.545 -0.839 0.166 -0.021 -0.007
C 3.722 1.266 -2.379 -0.461 0.209 -0.290 0.009
Se 2.874 0.402 -0.952 -0.340 -0.288 0.545 0.394
H 6.953 0.413 -2.118 -0.101 0.082 -0.071 0.001
H 5.625 -0.674 -1.683 0.023 0.139 -0.064 0.001
H 5.936 0.784 -0.714 0.034 -0.027 -0.123 0.001
H 6.415 1.901 -4.030 0.219 -0.058 0.006 0.002
H 4.151 3.072 -5.004 -0.032 0.093 -0.142 0.002
H 1.869 3.218 -4.373 -0.006 -0.056 0.063 0.001
H 1.520 3.017 -2.651 0.070 -0.025 -0.011 0.006
H 1.233 1.673 -3.791 0.092 0.005 0.013 0.004
```
Forces are in eV/Å.

***

Record 4
Molecular formula: C26H20HgN3P2Se2
Method: DFT, wB97M-V/def2-TZVPD

The expectation value of S² is 0.755. For the LUMO energy (spin up / spin down), the calculation gives 0.0 / -2.5 eV. As for the spin multiplicity: 2. As for the total energy: -6806.03337 Eh. For the HOMO energy (spin up / spin down), the calculation gives -7.50 / -7.49 eV.

```
54
Properties=species:S:1:pos:R:3:forces:R:3:nbo_charge:R:1
Hg -5.542 -1.344 0.952 0.571 -0.037 -0.473 0.742
Se 0.353 2.068 4.032 0.048 -0.012 -0.159 -0.459
P 0.148 1.000 2.229 0.033 0.252 0.552 1.250
C 0.626 2.049 0.826 -0.135 -0.118 -0.024 -0.412
C 1.609 1.720 -0.097 -0.107 -0.003 -0.030 -0.209
C 1.962 2.632 -1.085 0.028 -0.030 -0.018 -0.205
C 1.342 3.869 -1.143 0.010 0.026 -0.050 -0.195
C 0.358 4.201 -0.220 0.003 -0.020 0.025 -0.231
C 0.003 3.296 0.763 0.033 0.000 -0.016 -0.116
C 1.215 -0.461 2.269 -0.145 0.002 -0.090 -0.416
C 2.594 -0.271 2.341 0.017 -0.020 -0.071 -0.122
C 3.432 -1.354 2.536 0.015 0.033 -0.015 -0.231
C 2.898 -2.628 2.684 0.002 -0.056 0.019 -0.199
C 1.526 -2.815 2.646 -0.015 0.001 0.025 -0.199
C 0.682 -1.732 2.444 0.043 0.021 -0.067 -0.189
C -1.572 0.450 1.971 -0.027 -0.183 -0.226 -0.288
C -2.347 -0.244 1.016 0.219 0.141 0.186 -0.316
N -3.575 -0.319 1.574 -0.326 -0.168 -0.267 -0.443
N -3.577 0.269 2.755 -0.199 -0.080 -0.028 -0.089
N -2.393 0.735 3.010 0.263 0.033 -0.006 -0.225
P -2.090 -0.913 -0.640 0.233 0.229 0.116 1.277
Se -3.731 -2.049 -1.422 -0.559 0.027 0.520 -0.511
C -0.619 -1.966 -0.660 -0.134 -0.049 0.060 -0.324
C 0.600 -1.525 -1.158 -0.001 0.025 0.059 -0.216
C 1.670 -2.405 -1.237 0.045 0.022 -0.001 -0.202
C 1.520 -3.720 -0.829 0.020 -0.012 0.005 -0.179
C 0.306 -4.159 -0.317 -0.004 0.007 0.012 -0.212
C -0.762 -3.285 -0.229 0.017 -0.001 0.009 -0.190
C -1.768 0.460 -1.766 -0.067 -0.061 0.004 -0.429
C -1.433 0.142 -3.084 0.031 0.007 0.045 -0.121
C -1.320 1.145 -4.027 0.002 -0.022 0.001 -0.229
C -1.550 2.467 -3.662 0.003 0.019 -0.013 -0.187
C -1.892 2.781 -2.358 -0.042 0.016 -0.002 -0.193
C -2.008 1.777 -1.405 0.005 0.004 0.028 -0.178
H 2.110 0.764 -0.037 0.013 -0.041 -0.030 0.225
H 2.732 2.377 -1.802 0.009 0.005 0.004 0.215
H 1.633 4.581 -1.904 -0.014 0.002 -0.017 0.216
H -0.124 5.169 -0.262 0.007 0.013 0.009 0.218
H -0.739 3.553 1.511 0.012 0.035 0.003 0.233
H 3.004 0.730 2.271 0.003 0.001 0.021 0.222
H 4.502 -1.204 2.599 0.006 0.006 -0.019 0.217
H 3.555 -3.472 2.849 0.002 -0.007 0.003 0.215
H 1.106 -3.801 2.789 0.000 -0.021 -0.008 0.216
H -0.391 -1.870 2.442 -0.017 -0.035 -0.017 0.225
H 0.707 -0.503 -1.491 0.030 0.049 -0.040 0.234
H 2.618 -2.064 -1.632 -0.004 0.010 0.007 0.220
H 2.351 -4.408 -0.916 0.013 0.001 0.028 0.220
H 0.190 -5.185 0.005 0.001 -0.002 0.010 0.221
H -1.717 -3.621 0.153 -0.002 -0.039 -0.047 0.234
H -1.280 -0.894 -3.363 0.000 0.006 -0.051 0.219
H -1.073 0.899 -5.051 0.030 -0.002 0.002 0.220
H -1.472 3.252 -4.402 0.005 0.005 -0.003 0.218
H -2.083 3.808 -2.079 0.015 0.011 0.020 0.221
H -2.294 2.019 -0.390 0.012 0.010 0.017 0.234
```
Forces are in eV/Å.